[1]
ORCA calculation (wB97M-V/def2-TZVPD) on a molecular structure, C8H9BrCl3N5O4OsSi.

Values from the calculation:
E_LUMO (alpha / beta)   -0.274 / -0.344 Eh
Spin multiplicity   5
ΔE to the lowest compared entry with this formula, charge and spin   0.0 kcal/mol
⟨S²⟩   6.016
Charge   +2
HOMO (alpha / beta)   -0.53003 / -0.52961 Ha
Total energy   -5219.15106 a.u.

Positions of all 32 atoms, in Å:
Os1 0.021 0.423 -1.072
Br1 -0.700 0.756 7.375
Cl1 -3.199 1.885 -1.746
Cl2 -0.423 3.798 -2.092
Cl3 -1.104 1.319 -4.269
Si1 -1.306 2.035 -2.376
O1 -0.666 1.305 0.574
O2 0.069 -0.731 0.732
O3 3.405 0.134 -3.099
O4 2.321 1.183 -1.533
N1 -0.085 -2.034 -3.276
N2 -1.047 -1.540 -2.383
N3 1.278 -0.395 -2.528
N4 2.450 0.325 -2.418
N5 2.042 -1.906 -4.172
C1 -0.925 1.723 4.740
C2 -0.438 0.411 2.789
C3 -0.194 -0.594 4.956
C4 -0.850 1.622 3.372
C5 -0.109 -0.698 3.589
C6 1.126 -1.455 -3.351
C7 -0.597 0.616 5.523
C8 -0.349 0.303 1.385
H1 0.049 -1.434 5.591
H2 0.208 -1.624 3.129
H3 2.935 -1.434 -4.237
H4 -1.895 -1.311 -2.899
H5 -1.231 2.646 5.211
H6 -0.303 -2.848 -3.835
H7 -1.101 2.470 2.750
H8 -1.258 -2.241 -1.674
H9 1.878 -2.712 -4.758

natural (NBO) atomic charge list, values in e, 6 entries:
1. Os 1.4731
2. Br 0.2033
3. Cl -0.2550
4. Cl -0.2251
5. Cl -0.3044
6. Si 1.0619

***

[2]
ORCA calculation (wB97M-V/def2-TZVPD) on a single C8H9BrClNO molecule at a distorted geometry.

Values from the calculation:
E_LUMO   -0.016 Eh
Spin multiplicity   1
ΔE to the lowest compared entry with this formula, charge and spin   12.5 kcal/mol
HOMO   -0.31128 Ha
Total energy   -3474.32157 a.u.
SMILES   CC(=O)C(/C=C\Br)=C/C=C(/N)Cl

Positions of all 21 atoms, in Å:
Br1 2.537 1.518 0.236
Cl1 0.758 -2.593 0.652
O1 -2.726 1.118 -1.322
N1 2.901 -1.909 -0.712
C1 0.006 0.678 0.928
C2 -2.233 1.060 -0.217
C3 0.677 -0.989 -1.474
C4 1.383 0.238 0.904
C5 -2.909 1.399 1.127
C6 1.689 -1.348 -0.423
C7 -0.314 -0.115 -1.291
C8 -0.804 0.491 -0.136
H1 -2.252 0.990 1.937
H2 3.464 -1.467 -1.488
H3 0.626 -1.432 -2.487
H4 -3.878 1.041 1.095
H5 -0.945 -0.061 -2.224
H6 -0.287 1.250 1.822
H7 1.704 0.021 1.824
H8 3.470 -2.363 0.096
H9 -2.868 2.473 1.150

natural (NBO) atomic charge list, values in e, 6 entries:
1. Br 0.0390
2. Cl -0.1474
3. O -0.5328
4. N -0.8478
5. C -0.1468
6. C 0.5969

***

[3]
ORCA calculation (wB97M-V/def2-TZVPD) on 2 unconnected molecules or ions with the total composition C8H9BrN4O2S at a distorted geometry.

Values from the calculation:
E_LUMO   0.007 Eh
Spin multiplicity   1
ΔE to the lowest compared entry with this formula, charge and spin   0.0 kcal/mol
HOMO   -0.31407 Ha
Total energy   -3651.89081 a.u.

Positions of all 25 atoms, in Å:
Br1 -4.721 0.127 -1.052
S1 1.030 2.537 -0.097
O1 2.930 -1.628 -2.050
O2 1.278 1.474 -1.073
N1 1.410 -1.708 -0.184
N2 -1.100 1.498 0.253
N3 1.068 2.163 1.382
N4 -1.051 -1.419 2.400
C1 0.646 0.870 1.786
C2 -2.692 -0.663 0.795
C3 2.997 -0.482 -2.902
C4 2.109 -1.626 -1.090
C5 -3.073 0.295 -0.129
C6 -2.241 1.369 -0.397
C7 -1.473 -0.522 1.461
C8 -0.717 0.627 1.161
H1 0.586 0.825 2.878
H2 -0.056 -1.475 2.545
H3 4.055 -0.262 -3.050
H4 2.535 -0.736 -3.858
H5 -1.523 -2.309 2.405
H6 -3.316 -1.524 0.984
H7 2.486 0.372 -2.454
H8 -2.482 2.121 -1.133
H9 1.315 0.075 1.421

natural (NBO) atomic charge list, values in e, 6 entries:
1. Br 0.0668
2. S 1.5173
3. O -0.4771
4. O -0.9488
5. N -0.4850
6. N -0.4287

***

[4]
ORCA calculation (wB97M-V/def2-TZVPD) on a single C8H9Cl molecule at a distorted geometry.

Values from the calculation:
E_LUMO (alpha / beta)   -0.061 / -0.061 Eh
Spin multiplicity   1
ΔE to the lowest compared entry with this formula, charge and spin   177.5 kcal/mol
HOMO (alpha / beta)   -0.24669 / -0.24672 Ha
Total energy   -770.11463 a.u.

Positions of all 18 atoms, in Å:
Cl1 -2.747 -1.985 -1.161
C1 -0.842 -1.639 -1.029
C2 0.597 0.017 -0.008
C3 -0.610 -0.597 0.092
C4 1.215 1.290 -0.016
C5 0.069 -1.981 -1.886
C6 -1.853 0.312 0.560
C7 -1.478 -0.793 1.402
C8 1.626 0.200 -1.000
H1 -0.851 -0.767 2.362
H2 1.320 -0.066 -2.035
H3 1.900 1.439 0.814
H4 0.839 2.254 -0.324
H5 -0.057 -2.703 -2.795
H6 -2.775 0.209 0.106
H7 -2.104 -1.729 1.119
H8 -1.562 1.354 0.668
H9 2.617 -0.120 -0.588

natural (NBO) atomic charge list, values in e, 6 entries:
1. Cl -0.2801
2. C -0.1283
3. C 0.3737
4. C -0.1959
5. C -0.4672
6. C -0.4989

***

[5]
ORCA calculation (wB97M-V/def2-TZVPD) on 2 unconnected molecules or ions with the total composition C8H9Cl4FN3 at a distorted geometry.

Values from the calculation:
E_LUMO   -0.225 Eh
Spin multiplicity   1
ΔE to the lowest compared entry with this formula, charge and spin   162.8 kcal/mol
Charge   +1
HOMO   -0.48845 Ha
Total energy   -2414.57979 a.u.

Positions of all 25 atoms, in Å:
Cl1 2.839 -4.097 1.734
Cl2 1.183 -2.613 -0.143
Cl3 4.082 -2.541 -0.387
Cl4 2.628 -4.977 -1.032
F1 -4.917 2.189 -0.467
N1 -1.073 -0.553 -0.056
N2 -2.205 -0.834 -0.732
N3 1.327 2.831 -0.414
C1 2.683 -3.557 0.043
C2 -3.697 1.377 -0.294
C3 1.305 1.557 0.163
C4 -3.434 -0.071 -0.943
C5 0.184 1.252 1.354
C6 2.371 0.453 -0.422
C7 -1.198 0.772 0.535
C8 -2.383 1.830 0.547
H1 0.018 2.221 1.990
H2 0.581 3.408 0.034
H3 3.203 0.161 0.353
H4 -2.293 2.844 1.121
H5 -4.291 -0.527 -1.622
H6 0.583 0.330 1.968
H7 -2.177 -1.796 -1.193
H8 2.928 0.849 -1.389
H9 1.753 -0.508 -0.748

natural (NBO) atomic charge list, values in e, 6 entries:
1. Cl 0.0703
2. Cl 0.0239
3. Cl 0.0636
4. Cl 0.0726
5. F -0.2720
6. N -0.1361

***

[6]
ORCA calculation (wB97M-V/def2-TZVPD) on a molecular structure, C8H9F15FeN3O21S5 at a distorted geometry.

Values from the calculation:
E_LUMO (alpha / beta)   0.147 / 0.106 Eh
Spin multiplicity   6
ΔE to the lowest compared entry with this formula, charge and spin   4.3 kcal/mol
⟨S²⟩   8.756
Charge   -2
HOMO (alpha / beta)   -0.15543 / -0.15362 Ha
Total energy   -6807.13832 a.u.

Positions of all 62 atoms, in Å:
Fe1 -0.273 -0.361 -0.005
S1 0.340 -0.194 3.312
S2 2.359 -2.548 -0.176
S3 -2.611 -1.762 -1.999
S4 -1.144 -3.386 1.618
S5 -0.320 2.970 0.021
F1 -3.414 -4.539 2.273
F2 1.769 2.044 3.487
F3 -2.730 0.110 -3.931
F4 -2.931 -2.893 3.578
F5 4.415 -0.798 -0.472
F6 0.953 4.984 -1.147
F7 3.211 -1.106 -2.242
F8 -0.339 2.336 3.806
F9 1.601 3.019 -1.805
F10 4.590 -2.623 -1.619
F11 -3.674 -2.523 1.569
F12 -0.269 3.860 -2.514
F13 -1.562 -1.632 -4.427
F14 0.863 1.427 5.370
F15 -3.714 -1.785 -4.344
O1 -2.954 1.705 2.173
O2 2.824 -2.791 1.163
O3 -2.340 0.142 0.846
O4 3.418 0.472 1.893
O5 1.271 -1.536 -0.239
O6 -0.402 1.545 -0.361
O7 1.129 0.228 -2.171
O8 -1.207 -4.482 0.679
O9 -1.588 3.649 0.118
O10 -0.917 -2.079 0.990
O11 2.126 -3.723 -0.979
O12 0.617 3.208 1.094
O13 -2.478 -3.183 -2.129
O14 -0.979 -0.530 3.803
O15 2.407 0.953 0.066
O16 1.399 -1.040 3.810
O17 -1.406 -1.133 -1.400
O18 -3.836 -1.278 -1.433
O19 -0.303 -3.644 2.769
O20 -0.125 0.675 -3.863
O21 0.315 0.056 1.852
N1 0.948 0.567 -3.317
N2 3.162 1.224 0.982
N3 -3.193 0.791 1.413
C1 0.679 1.511 4.061
C2 -2.649 -1.211 -3.781
C3 2.175 0.893 -4.081
C4 3.755 2.579 1.007
C5 3.735 -1.709 -1.157
C6 -4.614 0.441 1.214
C7 0.551 3.760 -1.469
C8 -2.888 -3.307 2.322
H1 -4.799 -0.555 1.586
H2 2.755 1.593 -3.490
H3 4.606 2.502 1.681
H4 2.670 -0.061 -4.248
H5 1.903 1.314 -5.043
H6 -5.195 1.221 1.694
H7 2.993 3.226 1.434
H8 4.093 2.841 0.011
H9 -4.780 0.568 0.144

natural (NBO) atomic charge list, values in e, 6 entries:
1. Fe 1.9367
2. S 2.3622
3. S 2.3559
4. S 2.3726
5. S 2.3506
6. S 2.3764